Record 1
Here is a molecular structure, C27H55GaNO3 in a non-equilibrium geometry from the Open Molecules 2025 dataset. Energies are from ωB97M-V/def2-TZVPD.

E_LUMO: 2.05 eV
Kohn-Sham gap: 0.2166 Eh

Structure (ORCA input):
```
! wB97M-V def2-TZVPD RIJCOSX def2/J DEFGRID3
* xyz -1 1
C -4.16163 3.65012 2.20145
C -4.20997 2.43945 2.78024
C -3.16725 1.87343 3.66642
Ga -1.74055 0.74988 2.70119
C 0.07553 1.60448 3.09361
C -2.14846 0.47583 0.71008
C -2.20700 1.71732 -0.13415
C -1.37341 2.80977 0.11465
C -1.42113 3.98614 -0.63119
C -2.32853 4.10438 -1.67901
C -3.14746 3.01936 -1.97055
C -3.09875 1.83606 -1.22547
C -4.03158 0.72250 -1.63626
N -1.76291 -1.03480 3.54162
C -0.46256 -1.54662 3.95854
C 0.46292 -1.99250 2.80511
C 1.95614 -1.70745 3.02777
H -5.09408 4.13027 1.93814
H -3.21924 4.13780 1.99685
H -5.09469 1.83709 2.58771
H -2.69493 2.69161 4.20043
H -3.65697 1.22403 4.38838
H 0.31622 1.42841 4.14451
H 0.89153 1.20000 2.49484
H 0.03775 2.68778 2.97445
H -1.37903 -0.18455 0.29775
H -3.08293 -0.07354 0.62422
H -0.65986 2.75114 0.92374
H -0.76649 4.80435 -0.37076
H -2.37404 5.02820 -2.23795
H -3.84306 3.11019 -2.79516
H -4.15912 0.73501 -2.71572
H -3.59190 -0.23718 -1.38666
H -4.99493 0.81468 -1.14071
H -2.15748 -1.69314 2.87842
H 0.04247 -0.84965 4.62339
H -0.64850 -2.45249 4.55533
H 0.15580 -1.53638 1.86553
H 0.32844 -3.06782 2.67906
H 2.11573 -0.74099 3.49747
H 2.36757 -2.47105 3.68888
H 2.46986 -1.73586 2.07119
C 6.88229 0.18155 1.31065
C 6.14239 -1.10746 1.62775
O 5.06012 -1.37761 0.76194
C 5.37074 -1.52251 -0.61028
C 6.34123 -2.65120 -0.91507
H 6.19532 1.02842 1.32966
H 7.66865 0.35274 2.04733
H 7.35105 0.15394 0.32560
H 5.70237 -1.03628 2.62269
H 6.83691 -1.95627 1.65132
H 5.74056 -0.57505 -1.02045
H 4.41819 -1.72240 -1.10102
H 7.31652 -2.48961 -0.45218
H 6.49504 -2.73930 -1.99096
H 5.95185 -3.59971 -0.54234
C -10.09191 4.67821 1.17394
C -9.85254 4.30055 -0.27875
O -8.59732 4.70759 -0.78115
C -7.45830 4.17533 -0.11469
C -7.37959 2.65964 -0.14415
H -9.99287 5.75633 1.30886
H -11.09594 4.37848 1.47882
H -9.38290 4.19242 1.84479
H -10.59166 4.79870 -0.90843
H -9.99288 3.22285 -0.42363
H -7.41606 4.54596 0.91472
H -6.59160 4.58945 -0.62837
H -8.22437 2.19716 0.37021
H -6.46604 2.32348 0.34816
H -7.37973 2.29805 -1.17402
C 7.23922 -4.35721 -6.13211
C 7.92777 -4.49763 -4.78509
O 7.06325 -4.87874 -3.73234
C 6.40127 -6.12069 -3.88136
C 7.33702 -7.31095 -4.00862
H 6.42267 -3.63686 -6.06976
H 7.95188 -4.01286 -6.88252
H 6.82281 -5.30334 -6.48046
H 8.33704 -3.53224 -4.48587
H 8.77558 -5.18924 -4.85410
H 5.70547 -6.08440 -4.72730
H 5.79371 -6.23233 -2.98338
H 7.95972 -7.24985 -4.90241
H 6.76086 -8.23482 -4.06835
H 8.00069 -7.36754 -3.14466
*
```

Record 2
Here is 6 unconnected molecules or ions with the total composition C27H55NO14PS5 in a non-equilibrium geometry from the Open Molecules 2025 dataset. Energies are from ωB97M-V/def2-TZVPD.

E_LUMO: 1.54 eV
Kohn-Sham gap: 0.1921 Eh

Structure (ORCA input):
```
! wB97M-V def2-TZVPD RIJCOSX def2/J DEFGRID3
* xyz -1 1
N 0.44458 2.59341 2.87451
C 0.57708 2.18018 1.68908
C -0.24718 2.59174 0.49641
C -0.69093 4.04414 0.51832
C -1.32943 4.35994 -0.89118
O -2.67871 4.72767 -0.78893
P -3.07794 5.15654 0.85127
C -4.34762 3.71099 1.03266
C -3.73047 2.30975 0.89853
C -4.72623 1.20054 0.70031
O -4.61402 0.12040 1.23509
O -5.78094 1.42028 -0.16148
O -1.72388 4.22078 1.44186
H -0.31183 3.28713 2.89013
H 1.32843 1.41549 1.49804
H -1.07848 1.89924 0.38983
H 0.38496 2.44957 -0.38501
H 0.14154 4.71652 0.72871
H -0.76427 5.13742 -1.41654
H -1.33225 3.45880 -1.51462
H -4.19084 5.93224 0.48380
H -3.38109 5.59364 2.21954
H -2.16521 6.30271 0.80679
H -4.90570 3.80562 1.96188
H -5.04599 3.80547 0.20192
H -3.14856 2.33646 -0.02396
H -3.13188 2.02671 1.75306
H -5.76323 0.67957 -0.77382
C 4.34112 -2.69543 -0.30194
C 3.90959 -2.61312 1.16700
C 3.30353 -1.21824 1.39266
S 2.63926 -0.70396 -0.19816
O 3.37612 0.44468 -0.66493
O 1.19532 -0.69920 -0.14985
C 3.17468 -2.14104 -1.10656
H 4.57182 -3.71199 -0.60015
H 5.23133 -2.08093 -0.46763
H 3.15179 -3.37312 1.36308
H 4.74070 -2.80187 1.84475
H 2.49663 -1.23721 2.12106
H 4.05362 -0.48794 1.69013
H 3.44164 -1.85229 -2.12181
H 2.34353 -2.84193 -1.12117
C 1.18331 -5.62586 -3.87916
C 2.44555 -6.18554 -4.55338
C 3.56268 -6.16400 -3.49745
S 2.73960 -6.33509 -1.90935
O 2.88473 -5.10842 -1.16356
O 3.06570 -7.61690 -1.33337
C 1.07678 -6.34399 -2.54160
H 0.29284 -5.78686 -4.47752
H 1.29004 -4.55149 -3.72281
H 2.26494 -7.20902 -4.88914
H 2.72672 -5.60018 -5.42763
H 4.27106 -6.98039 -3.61404
H 4.09172 -5.21218 -3.49969
H 0.42264 -5.84136 -1.83374
H 0.76646 -7.38111 -2.66762
C -3.29783 -2.47795 -1.41174
C -2.02574 -1.73402 -0.98122
C -0.85300 -2.34982 -1.75378
S -1.54094 -2.97802 -3.29219
O -1.40940 -4.42125 -3.31267
O -1.06707 -2.18534 -4.39857
C -3.24213 -2.55651 -2.93579
H -4.19810 -1.96835 -1.07223
H -3.29987 -3.48483 -0.98736
H -2.11698 -0.67634 -1.23331
H -1.86256 -1.79813 0.09237
H -0.08362 -1.61614 -1.98248
H -0.41361 -3.19046 -1.21844
H -3.90015 -3.31145 -3.36058
H -3.44081 -1.58628 -3.38994
C 7.70018 -6.30959 3.34644
C 7.29332 -6.24124 4.82533
C 6.69385 -4.85075 5.07258
S 5.99994 -4.32053 3.50179
O 6.73858 -3.17369 3.03472
O 4.56626 -4.31128 3.61108
C 6.51512 -5.75360 2.56325
H 7.93811 -7.32672 3.03850
H 8.58356 -5.69010 3.17625
H 6.54385 -7.00782 5.03166
H 8.13948 -6.42521 5.48596
H 5.90248 -4.86848 5.81706
H 7.45597 -4.12820 5.35831
H 6.76371 -5.45113 1.54857
H 5.68260 -6.45642 2.55200
C -6.98429 10.34832 -0.55445
C -6.21531 10.94819 0.63109
C -5.48629 9.79628 1.33536
S -5.17317 8.55073 0.07337
O -5.96132 7.39533 0.39161
O -3.76831 8.50105 -0.20376
C -6.00369 9.41721 -1.25981
H -7.35773 11.12019 -1.22791
H -7.84024 9.77748 -0.18747
H -5.48791 11.67487 0.26208
H -6.87940 11.47115 1.31946
H -4.53665 10.10879 1.76132
H -6.10483 9.33829 2.10431
H -6.48320 8.69478 -1.91552
H -5.24825 9.98007 -1.80790
*
```

Record 3
Here is 2 unconnected molecules or ions with the total composition C27H56B2Br2ClF3N5O4 in a non-equilibrium geometry from the Open Molecules 2025 dataset. Energies are from ωB97M-V/def2-TZVPD.

Energy above the lowest of the compared OMol25 structures with the same formula, charge and spin: 0.0 kcal/mol
E_LUMO: -2.22 eV
Kohn-Sham gap: 0.3290 Eh

Structure (ORCA input):
```
! wB97M-V def2-TZVPD RIJCOSX def2/J DEFGRID3
* xyz 1 1
C 2.03223 2.86972 2.29095
C 3.26197 2.38609 1.55643
Cl 4.45606 1.76642 2.77017
C 3.13917 1.49510 0.31528
C 2.27397 0.20918 0.05723
C 2.77875 -0.28614 -1.35041
C 3.39735 0.64776 -2.40510
C 2.63580 1.42809 -3.47154
F 3.63013 2.05050 -4.17789
Br 1.51277 2.85294 -2.81289
C 1.85981 0.53242 -4.49297
F 0.56182 0.47944 -4.21212
F 2.32419 -0.72252 -4.39927
Br 2.04067 1.10965 -6.32437
C 0.75875 0.57265 0.05973
B -0.14617 -0.17257 -1.00991
O -0.85557 0.59924 -1.86573
N -0.29675 -1.65677 -0.95014
C -0.08512 -2.30236 -2.25598
C -1.63321 -2.06479 -0.47176
C -0.08959 0.35662 1.36283
C -0.91473 1.61132 1.74799
C -2.37385 1.49850 1.29659
C -3.13657 2.81629 1.43958
C -2.88678 3.80093 0.28944
C -1.88586 4.91859 0.59537
N -2.57125 6.08476 1.17416
C 0.59828 -0.30900 2.55874
N 2.05538 -0.62890 2.43783
C 2.43429 -1.57329 3.55369
N 2.96467 -0.79008 4.64822
C 2.58098 -1.00597 1.04036
C 4.12101 -1.16773 1.22084
C 4.71268 -2.57019 1.12457
C 6.15638 -2.69583 0.87633
O 5.17171 -2.98166 -0.14327
B 1.92725 -2.44774 0.55731
N 0.94362 -3.23464 1.31867
O 2.44316 -2.97108 -0.58699
H 2.35468 3.53967 3.08674
H 1.44608 2.09034 2.76274
H 1.41771 3.46162 1.61468
H 3.75628 3.28507 1.19498
H 2.80985 2.19878 -0.45057
H 4.16719 1.26419 0.04114
H 2.05802 -0.94946 -1.81499
H 3.60115 -0.96857 -1.14987
H 4.03236 0.00956 -3.02220
H 4.09572 1.36583 -1.98691
H 0.69265 1.64126 -0.14478
H -1.53905 0.12608 -2.36003
H -0.02388 -3.38079 -2.10815
H -0.90805 -2.11828 -2.95754
H 0.84332 -1.98840 -2.72214
H -2.44437 -1.45623 -0.88571
H -1.69634 -2.06641 0.61777
H -1.82517 -3.09172 -0.78204
H -0.87690 -0.35087 1.11560
H -0.50075 2.49384 1.26675
H -0.90019 1.76984 2.82963
H -2.35710 1.24488 0.23367
H -2.87240 0.70524 1.85821
H -2.87533 3.30604 2.38260
H -4.20147 2.59527 1.50184
H -2.60319 3.27276 -0.62507
H -3.82572 4.30509 0.06006
H -1.12097 4.59493 1.30473
H -1.35871 5.18926 -0.32450
H -2.02093 6.49954 1.91393
H -2.68796 6.81210 0.48102
H 0.08697 -1.22751 2.82396
H 0.51179 0.32982 3.43950
H 2.56487 0.22550 2.69795
H 3.17742 -2.27990 3.20834
H 1.54909 -2.13117 3.84373
H 2.27158 -0.67607 5.37844
H 3.73251 -1.27564 5.09506
H 4.65970 -0.61852 0.45541
H 4.42610 -0.78412 2.19190
H 4.26896 -3.33860 1.75723
H 6.67520 -3.59112 1.18718
H 6.72121 -1.79185 0.69110
H 0.01554 -2.84907 1.35162
H 1.20757 -3.62057 2.21405
H 2.64147 -3.91371 -0.52099
C -6.56508 -2.83566 -0.54685
C -5.96426 -1.50192 -0.95396
O -5.12078 -1.56813 -2.09251
C -5.73484 -2.02120 -3.29142
C -6.88718 -1.15349 -3.76350
H -5.78161 -3.57965 -0.39438
H -7.12266 -2.72146 0.38310
H -7.25468 -3.22127 -1.29789
H -5.32370 -1.12572 -0.15403
H -6.75381 -0.75766 -1.10301
H -6.05732 -3.06259 -3.18658
H -4.93619 -2.01090 -4.03347
H -7.73075 -1.17811 -3.07290
H -7.24360 -1.50893 -4.73030
H -6.56746 -0.11621 -3.87033
*
```

Record 4
Here is a molecular structure, C27H56Cl44FNNbO in a non-equilibrium geometry from the Open Molecules 2025 dataset. Energies are from ωB97M-V/def2-TZVPD.

E_LUMO: 1.33 eV
Kohn-Sham gap: 0.2224 Eh

Structure (ORCA input):
```
! wB97M-V def2-TZVPD RIJCOSX def2/J DEFGRID3
* xyz -1 1
C 7.22228 2.05661 1.22174
C 6.65003 2.57712 -0.22753
Nb 4.45473 3.15868 0.14144
N 3.86666 1.70921 -1.35030
C 3.98794 0.47756 -0.91065
O 4.19111 -0.58392 -0.26198
C 2.26986 3.63857 0.75008
C 1.41964 2.31831 0.45655
F 2.32846 3.92775 2.20809
H 6.56378 2.58698 2.00736
H 8.30754 2.36167 1.38925
H 7.01677 0.94170 1.33053
H 7.24501 3.49229 -0.56228
H 6.70888 1.69014 -0.95040
H 4.46599 4.43318 -1.15391
H 5.02745 4.33309 1.39091
H 4.41536 1.81331 1.39129
H 1.86754 4.58029 0.24869
H 0.35516 2.44447 0.87905
H 1.31590 2.16481 -0.67352
H 1.98240 1.45016 0.95278
C -1.89924 2.67733 -1.87479
Cl -2.33792 3.32012 -0.28622
Cl -0.43992 3.45223 -2.49978
H -1.72152 1.60637 -1.78551
H -2.71926 2.85917 -2.56760
C 4.91179 -4.19375 0.05234
Cl 6.44154 -5.01730 -0.28147
Cl 3.55155 -5.05827 -0.67418
H 4.76281 -4.14200 1.13145
H 4.95313 -3.18791 -0.36190
C 4.88849 -2.71771 -3.76417
Cl 4.49923 -1.73832 -2.34517
Cl 6.16528 -3.88859 -3.39876
H 3.99033 -3.25559 -4.08004
H 5.22820 -2.06274 -4.56588
C -5.24581 5.70502 0.79169
Cl -6.59720 5.90265 -0.33564
Cl -5.80673 5.74007 2.46853
H -4.76273 4.74775 0.60028
H -4.53758 6.51031 0.64132
C -8.74496 7.04857 -3.15368
Cl -8.20508 7.76448 -4.67628
Cl -10.13259 7.92384 -2.49423
H -9.03138 6.01316 -3.33077
H -7.92791 7.08775 -2.43481
C -11.58134 11.50819 -3.46098
Cl -10.82933 12.95984 -2.78932
Cl -12.80910 11.92243 -4.66420
H -10.81334 10.89861 -3.93463
H -12.05133 10.94781 -2.65462
C 0.28059 -0.93680 1.78689
Cl -0.91633 0.19524 1.14353
Cl 1.57621 -1.24053 0.62131
H 0.71870 -0.51660 2.69605
H -0.21823 -1.87738 2.01738
C -0.57205 -5.28199 -1.10313
Cl 0.19408 -3.85027 -0.40750
Cl -1.76205 -4.83739 -2.33559
H 0.19443 -5.90588 -1.56107
H -1.07296 -5.83505 -0.31180
C 5.13808 -4.16230 4.12362
Cl 3.97775 -3.40980 3.02516
Cl 5.23721 -5.90741 3.85144
H 6.11998 -3.72224 3.95670
H 4.82248 -3.98167 5.14976
C 0.77077 -3.07004 -5.60433
Cl 1.22281 -2.83183 -7.29744
Cl 2.07460 -2.57677 -4.51764
H -0.11457 -2.47444 -5.38774
H 0.55472 -4.12458 -5.44102
C -3.48935 -8.20140 0.82570
Cl -2.68952 -7.59666 2.28156
Cl -2.42114 -8.09877 -0.57910
H -3.76891 -9.24168 0.98218
H -4.38013 -7.60430 0.63720
C 1.68781 6.92527 3.61581
Cl 0.11011 7.71428 3.75841
Cl 2.79504 7.88188 2.62533
H 2.11522 6.80782 4.61022
H 1.55505 5.94762 3.15278
C -7.68636 10.67984 -7.61468
Cl -7.53859 8.92111 -7.53590
Cl -7.14706 11.43067 -6.10800
H -7.07395 11.04993 -8.43524
H -8.72933 10.94135 -7.78558
C -4.10781 12.59175 -4.62940
Cl -4.50065 13.55164 -3.19754
Cl -2.80647 11.44490 -4.29428
H -4.99214 12.03716 -4.93644
H -3.79376 13.26105 -5.42866
C -3.91746 8.94687 -1.12118
Cl -5.10089 9.69574 -2.19802
Cl -3.79907 7.20695 -1.41241
H -2.94339 9.40158 -1.29474
H -4.22343 9.11288 -0.08901
C 3.05034 -2.17217 -10.64670
Cl 1.46886 -1.39920 -10.48857
Cl 4.13881 -1.20510 -11.64927
H 3.48886 -2.28542 -9.65637
H 2.92123 -3.15020 -11.10714
C 5.85706 -8.94399 5.99587
Cl 5.46330 -7.96422 7.41221
Cl 7.13696 -10.10970 6.35927
H 4.96593 -9.48429 5.68071
H 6.19335 -8.28813 5.19466
C 6.48514 -13.86912 6.28658
Cl 8.01577 -14.68906 5.95388
Cl 5.12527 -14.73556 5.56061
H 6.33756 -13.81850 7.36464
H 6.52511 -12.86236 5.87241
C 3.28718 1.88503 4.75304
Cl 4.80937 1.03882 4.44728
Cl 1.92133 1.02936 4.01714
H 3.12901 1.94585 5.82873
H 3.34426 2.88741 4.32986
C -8.57428 2.92836 1.74919
Cl -7.04089 2.10810 1.43709
Cl -9.92090 2.08858 0.96896
H -8.74883 2.95446 2.82348
H -8.51722 3.94378 1.35972
C -4.89988 -11.42694 2.88630
Cl -6.07954 -10.28436 2.23202
Cl -3.60399 -11.74257 1.72581
H -4.46748 -11.00842 3.79372
H -5.40484 -12.36361 3.11617
C 5.87912 -16.45473 8.77601
Cl 5.23119 -15.26047 9.90738
Cl 6.41003 -17.91391 9.62057
H 5.10296 -16.72225 8.06106
H 6.72931 -16.02068 8.25192
*
```